Entry 1:
# C32H31MoN3O6S2Si

A structure of composition C32H31MoN3O6S2Si (ωB97M-V/def2-TZVPD, the OMol25 dataset).

Computed properties:
ΔE to the lowest compared entry with this formula, charge and spin = 0.00 kJ/mol
E_HOMO = -0.298 hartree
Kohn-Sham gap = 6.86 eV
E_LUMO = -1.26 eV

The geometry in XYZ format:
```
76
Properties=species:S:1:pos:R:3:lowdin_charge:R:1
Mo -0.441 -0.163 1.250 1.374
S 1.791 -1.732 2.297 0.208
S 1.445 -0.987 0.345 0.418
Si -3.055 -2.305 0.426 0.612
O 0.504 -0.992 2.826 -0.609
O 3.068 8.010 -1.776 -0.077
O 1.619 -3.150 2.373 -0.340
O 2.963 -1.148 2.870 -0.340
O -1.786 -1.287 0.920 -0.457
O -0.565 1.349 -0.056 -0.284
N -1.500 6.326 2.304 0.075
N -0.448 1.595 2.498 -0.019
N -0.996 7.406 1.977 0.081
C -1.317 4.926 0.261 -0.006
C -0.816 2.573 0.408 -0.332
C 0.898 8.694 -0.922 -0.013
C -0.084 8.502 0.044 -0.026
C -0.731 2.738 1.811 -0.144
C -4.485 -5.270 2.973 -0.084
C -6.488 0.706 -0.566 -0.084
C -2.089 -2.165 -2.200 -0.081
C -1.129 3.672 -0.355 0.028
C -6.814 -0.568 -0.125 -0.082
C -3.572 -4.101 -1.624 -0.085
C -3.475 -5.361 3.921 -0.083
C -0.929 3.971 2.441 -0.096
C -0.817 3.989 3.848 0.035
C 1.198 6.720 1.022 -0.025
C -2.372 -4.525 3.835 -0.069
C -3.286 -3.489 1.843 -0.214
C -5.810 -1.472 0.191 -0.085
C 2.191 6.927 0.091 0.013
C -1.197 5.095 1.617 -0.233
C -4.155 0.160 -0.376 -0.094
C 2.039 7.901 -0.899 -0.281
C -0.332 1.637 3.813 -0.068
C -4.387 -4.346 1.945 -0.100
C -2.279 -3.597 2.807 -0.077
C -4.462 -1.129 0.074 -0.211
C 2.964 8.994 -2.789 -0.080
C -1.217 -4.027 -0.763 -0.075
C -0.516 2.833 4.523 -0.018
C -2.449 -3.186 -1.117 -0.611
C 0.041 7.497 0.984 -0.292
C -5.155 1.069 -0.691 -0.078
H 2.897 9.997 -2.360 0.096
H -3.547 -6.085 4.723 0.103
H -1.213 3.572 -1.429 0.123
H -7.271 1.414 -0.809 0.103
H -7.852 -0.859 -0.022 0.103
H 0.769 9.470 -1.661 0.103
H -0.394 -3.412 -0.392 0.056
H -0.975 4.919 4.378 0.121
H -1.553 5.780 -0.361 0.123
H -1.575 -4.598 4.564 0.108
H 3.871 8.914 -3.380 0.093
H -1.441 -4.777 -0.001 0.084
H -5.347 -5.922 3.032 0.103
H -6.098 -2.455 0.545 0.088
H -1.402 -2.963 2.760 0.081
H 2.097 8.813 -3.429 0.095
H -0.863 -4.554 -1.654 0.090
H -3.247 -4.611 -2.537 0.088
H -0.085 0.705 4.303 0.115
H -5.184 -4.308 1.211 0.088
H -1.742 -2.685 -3.099 0.088
H -2.946 -1.549 -2.483 0.079
H -4.891 2.061 -1.033 0.103
H -0.421 2.818 5.599 0.113
H -3.122 0.469 -0.494 0.084
H 1.325 5.962 1.784 0.119
H -0.961 9.135 0.060 0.116
H 3.101 6.343 0.106 0.124
H -3.828 -4.871 -0.893 0.073
H -4.479 -3.541 -1.869 0.080
H -1.284 -1.500 -1.875 0.071
```

=====

Entry 2:
# C32H31N4O3

A cluster of 2 separate species, C32H31N4O3 in total at a distorted geometry (ωB97M-V/def2-TZVPD, the OMol25 dataset).

Computed properties:
ΔE to the lowest compared entry with this formula, charge and spin = 0.00 kJ/mol
E_HOMO = -0.355 hartree
Kohn-Sham gap = 5.75 eV
E_LUMO = -3.90 eV
total charge = +1

The geometry in XYZ format:
```
70
Properties=species:S:1:pos:R:3:lowdin_charge:R:1
O 6.129 -6.671 7.223 0.078
O 6.523 -4.571 6.698 0.083
O 5.219 0.890 4.158 -0.092
N 5.772 -5.571 6.735 -0.309
N -0.606 -5.360 5.500 0.024
N -2.421 1.279 5.175 -0.114
N 0.138 -6.022 3.528 0.021
C -1.150 -0.244 4.083 -0.163
C 0.519 -5.416 4.698 -0.103
C 1.894 -5.276 5.164 -0.130
C 1.376 -0.588 3.563 -0.240
C 0.860 -5.999 2.257 0.035
C -3.149 -8.033 4.979 -0.047
C -2.519 -0.700 4.069 -0.151
C 3.960 0.414 4.029 -0.285
C 4.045 -4.270 5.591 0.041
C 2.251 -0.410 2.494 -0.038
C 3.549 0.032 2.725 0.006
C 3.078 0.231 5.110 -0.015
C -4.690 0.245 4.753 -0.014
C -3.154 -1.792 3.454 -0.033
C -1.589 -6.213 4.960 -0.137
C -4.563 -1.843 3.504 -0.102
C -2.803 2.475 5.871 -0.028
C 3.613 -6.590 6.305 0.037
C 4.458 -5.472 6.204 -0.130
C 5.689 1.343 5.466 -0.045
C -1.126 -6.620 3.717 -0.137
C 1.795 -0.225 4.838 -0.078
C -1.641 -7.744 3.072 0.018
C -0.801 -4.545 6.698 0.036
C 2.338 -6.458 5.811 0.003
C -2.682 -8.445 3.721 -0.046
C -2.595 -6.908 5.627 0.018
C -5.330 -0.835 4.114 -0.088
C 2.775 -4.156 5.038 0.039
C -1.124 0.936 4.832 0.002
C -3.304 0.284 4.713 -0.166
C -0.076 -1.050 3.398 -0.109
H 2.443 -3.250 4.519 0.118
H -0.225 -1.986 3.890 0.083
H -5.221 1.048 5.276 0.104
H -6.435 -0.848 4.088 0.110
H -2.572 -2.576 2.970 0.096
H -1.730 -4.855 7.175 0.090
H 5.712 0.516 6.202 0.093
H 0.829 -4.988 1.825 0.109
H 0.028 -4.599 7.413 0.109
H -2.487 3.373 5.312 0.101
H 4.303 0.105 1.948 0.119
H 0.326 -6.622 1.539 0.092
H 1.931 -0.578 1.468 0.115
H -3.133 -9.321 3.238 0.121
H 3.386 0.426 6.141 0.108
H 5.050 2.159 5.850 0.098
H -0.958 -3.486 6.429 0.108
H -3.959 -8.602 5.453 0.121
H -1.215 -8.038 2.126 0.109
H -0.273 1.569 5.075 0.131
H 1.909 -6.300 2.335 0.110
H 3.939 -7.520 6.755 0.132
H -2.349 2.502 6.873 0.097
H 1.058 -0.272 5.642 0.111
H 6.705 1.704 5.274 0.095
H -2.909 -6.581 6.611 0.113
H -3.894 2.490 5.965 0.079
H -0.311 -1.183 2.330 0.127
H 1.647 -7.299 5.900 0.136
H 4.760 -3.455 5.566 0.128
H -5.109 -2.689 3.073 0.097
```

=====

Entry 3:
# C32H31N4O7PPdS2

A structure of composition C32H31N4O7PPdS2 (ωB97M-V/def2-TZVPD, the OMol25 dataset).

Computed properties:
ΔE to the lowest compared entry with this formula, charge and spin = 0.00 kJ/mol
E_HOMO = -0.066 hartree
Kohn-Sham gap = 6.16 eV
E_LUMO = 4.36 eV
total charge = -2

The geometry in XYZ format:
```
78
Properties=species:S:1:pos:R:3:lowdin_charge:R:1
Pd 2.111 -0.778 -0.836 0.529
S -5.769 2.138 -2.929 0.605
S 4.062 -3.347 -0.361 0.408
P 1.950 -1.388 1.317 1.000
O -2.363 -0.029 0.237 -0.057
O -3.976 1.522 0.433 -0.067
O 5.177 -4.206 -0.713 -0.360
O 4.005 -2.133 -1.189 -0.428
O -6.425 1.423 -3.995 -0.322
O 2.783 -4.015 -0.207 -0.350
O -6.290 3.410 -2.503 -0.310
N -0.383 2.043 0.123 0.165
N 1.594 2.810 -0.779 0.072
N 1.680 0.505 -2.478 -0.095
N -5.727 1.182 -1.622 -0.143
C 1.040 -3.743 2.638 -0.082
C 3.532 -1.994 2.053 -0.308
C 2.230 1.245 2.070 -0.118
C 0.042 2.752 -4.537 -0.049
C 0.724 -2.607 1.901 -0.349
C -1.824 2.942 -2.865 -0.020
C -3.542 0.376 0.145 -0.670
C 2.620 2.558 -1.659 -0.210
C 5.972 -2.811 3.165 -0.097
C -1.410 2.656 -4.165 -0.258
C -4.583 -0.611 -0.420 -0.108
C 0.728 0.664 -1.510 -0.270
C 0.505 1.178 4.235 -0.094
C 0.733 0.025 3.495 -0.086
C -2.362 2.226 -5.086 -0.047
C -3.691 2.070 -4.721 -0.065
C -5.097 -0.139 -1.778 -0.225
C 0.037 -4.616 3.039 -0.100
C 0.677 1.875 -0.701 -0.465
C 4.432 -2.770 1.309 -0.250
C -1.287 -4.355 2.715 -0.110
C 3.886 -1.644 3.356 -0.087
C 1.601 0.047 2.406 -0.356
C 5.639 -3.170 1.868 -0.070
C -4.079 2.360 -3.423 -0.293
C -1.605 -3.225 1.973 -0.080
C 1.148 2.361 3.902 -0.109
C -0.604 -2.361 1.556 -0.088
C 5.091 -2.048 3.914 -0.099
C -3.148 2.795 -2.487 -0.035
C 2.014 2.392 2.816 -0.095
C 2.678 1.464 -2.455 -0.230
H -1.095 3.253 -2.128 0.100
H 0.537 1.791 -4.373 0.070
H -0.211 0.131 -1.640 0.095
H -2.632 -3.007 1.705 0.098
H 2.862 1.280 1.189 0.090
H 0.956 3.263 4.472 0.090
H -0.189 1.151 5.067 0.094
H -0.876 -1.490 0.967 0.080
H -3.436 2.973 -1.458 0.109
H -4.430 1.712 -5.426 0.103
H -5.300 1.658 -0.806 0.076
H -2.068 -5.037 3.032 0.088
H 2.491 3.318 2.520 0.098
H -4.255 -0.093 -2.479 0.119
H 3.208 -1.039 3.945 0.097
H 0.166 3.027 -5.586 0.071
H -2.053 1.990 -6.098 0.106
H -1.097 1.321 0.251 0.054
H 2.073 -3.959 2.882 0.102
H 0.219 -0.891 3.756 0.102
H 6.918 -3.128 3.589 0.092
H -4.127 -1.594 -0.534 0.105
H 6.301 -3.772 1.260 0.099
H 0.295 -5.506 3.602 0.091
H -5.421 -0.680 0.279 0.112
H 3.397 3.313 -1.713 0.076
H -0.324 2.794 0.788 0.097
H 3.499 1.310 -3.144 0.085
H -5.830 -0.836 -2.188 0.108
H 0.564 3.478 -3.913 0.076
H 5.336 -1.761 4.930 0.092
```

=====

> What is the Kohn-Sham gap in the first record?

6.86 eV

=====

> Which of these has the lowest E_HOMO?

C32H31N4O3

=====

> What is the ΔE to the lowest compared entry with this formula, charge and spin in the third record?

0.00 kJ/mol